1) Molecular formula: C5H7NS
Method: DFT, ωB97M-V with the def2-TZVPD basis set

Structure (XYZ):
```
14
Properties=species:S:1:pos:R:3
N 2.840 -0.548 -0.211
C 2.027 0.552 0.183
C 0.499 0.329 0.055
C -0.458 1.362 0.004
C -1.798 0.950 -0.129
S -1.799 -0.759 0.018
C -0.107 -0.814 0.128
H 2.553 -0.920 -1.105
H 2.767 -1.437 0.283
H 2.398 1.220 -0.350
H 2.469 1.035 1.178
H -0.054 2.332 -0.153
H -2.499 1.455 -0.365
H 0.291 -1.982 0.246
```

Calculated values
- gap between HOMO and LUMO (hartree) = 0.36388
- LUMO level (eV) = 0.8

Mulliken atomic charge list, values in e, 4 entries: number 1, N, carries -0.66; number 2, C, carries -0.80; number 3, C, carries 0.34; number 4, C, carries -0.76


2) Molecular formula: C5H7NS
Method: DFT, ωB97M-V with the def2-TZVPD basis set

Structure (XYZ):
```
14
Properties=species:S:1:pos:R:3
C -2.482 0.381 0.108
C -1.098 0.081 -0.086
N -0.656 -1.136 -0.017
S 0.953 -1.329 -0.053
C 1.186 0.412 0.449
C 1.208 1.874 -0.013
C 0.088 0.941 -0.405
H -3.035 0.490 -0.926
H -2.346 1.340 0.687
H -3.167 -0.352 0.927
H 1.026 0.337 1.579
H 1.866 2.133 -0.852
H 1.304 2.495 0.797
H 0.281 0.638 -1.558
```

Calculated values
- gap between HOMO and LUMO (hartree) = 0.33981
- LUMO level (eV) = 1.0

Mulliken atomic charge list, values in e, 4 entries: number 1, C, carries -0.81; number 2, C, carries 0.27; number 3, N, carries -0.41; number 4, S, carries -0.03


3) Molecular formula: C5H7NS
Method: DFT, ωB97M-V with the def2-TZVPD basis set

Structure (XYZ):
```
14
Properties=species:S:1:pos:R:3
C -1.035 -0.057 -0.061
C 1.957 0.153 0.681
C 1.193 -0.491 -0.464
C 1.479 0.967 -0.439
C -2.472 -0.434 0.074
N -0.137 -0.919 -0.278
S -0.666 1.662 0.033
H 1.473 0.218 1.644
H 3.023 -0.011 0.750
H 1.726 -1.146 -1.145
H 1.953 1.673 -1.089
H -2.861 -0.737 -0.898
H -3.061 0.402 0.444
H -2.570 -1.281 0.749
```

Calculated values
- gap between HOMO and LUMO (hartree) = 0.32176
- LUMO level (eV) = 0.0

Mulliken atomic charge list, values in e, 4 entries: number 1, C, carries 0.64; number 2, C, carries -0.58; number 3, C, carries -0.16; number 4, C, carries -0.26


Short version: 3) is the most stable of them.


1) Molecular formula: C5H7NS
Method: DFT, ωB97M-V with the def2-TZVPD basis set

Structure (XYZ):
```
14
Properties=species:S:1:pos:R:3
C 1.687 -2.383 -0.136
C 0.764 -1.607 -0.024
C -0.521 0.358 -0.987
C -0.859 1.717 -0.171
C -0.282 -0.732 -0.023
N 0.267 0.416 1.540
S 0.657 1.906 0.890
H 2.261 -3.242 -0.295
H -1.395 0.249 -1.602
H 0.257 0.410 -1.573
H -0.980 2.721 -0.682
H -1.686 1.520 0.599
H -1.107 -1.198 0.548
H 0.938 -0.135 1.916
```

Calculated values
- gap between HOMO and LUMO (alpha / beta) (hartree) = 0.28658 / 0.28664
- LUMO level (alpha / beta) (eV) = 0.3 / 0.3

Mulliken atomic charge list, values in e, 4 entries: number 1, C, carries -0.05; number 2, C, carries -0.89; number 3, C, carries -0.90; number 4, C, carries -0.55


2) Molecular formula: C5H7NS
Method: DFT, ωB97M-V with the def2-TZVPD basis set

Structure (XYZ):
```
14
Properties=species:S:1:pos:R:3
C -0.011 -0.265 -0.106
C 1.176 0.578 0.451
C -0.689 0.456 1.223
C -0.419 -0.250 -1.439
C -0.492 -0.421 -2.708
H -0.688 -2.554 -1.470
H 1.691 1.315 -0.155
H 1.946 0.012 1.046
H 0.639 2.002 1.966
H -1.934 0.837 1.387
H -0.537 -0.403 2.029
H -0.960 -0.704 -3.753
N 0.227 1.533 1.223
S 0.052 -2.137 0.305
```

Calculated values
- gap between HOMO and LUMO (hartree) = 0.30841
- LUMO level (eV) = -0.7

Mulliken atomic charge list, values in e, 4 entries: number 1, C, carries 1.09; number 2, C, carries -0.56; number 3, C, carries -0.45; number 4, C, carries -1.04


3) Molecular formula: C5H7NS
Method: DFT, ωB97M-V with the def2-TZVPD basis set

Structure (XYZ):
```
14
Properties=species:S:1:pos:R:3
H 3.555 -0.967 -0.558
N 2.716 -1.374 -0.202
C 1.918 -0.479 0.161
C 0.256 -1.092 0.399
C -0.547 -0.072 0.061
C -2.100 -0.014 0.091
C 0.045 1.242 -0.253
S 1.832 1.238 0.304
H -0.084 -2.145 0.550
H -2.306 0.995 0.577
H -2.503 -0.953 0.667
H -2.428 0.057 -0.889
H 0.088 1.645 -1.280
H -0.443 1.919 0.372
```

Calculated values
- gap between HOMO and LUMO (hartree) = 0.36117
- LUMO level (eV) = 0.7

Mulliken atomic charge list, values in e, 4 entries: number 1, H, carries 0.26; number 2, N, carries -0.61; number 3, C, carries 0.35; number 4, C, carries -0.54


Short version: 3) is the most stable of them.


1) Molecular formula: C3H10N2
Method: DFT, ωB97M-V with the def2-TZVPD basis set

Structure (XYZ):
```
15
Properties=species:S:1:pos:R:3
H -1.882 -3.899 -4.439
N -1.592 -2.923 -4.452
C -0.889 -2.650 -3.446
N -0.395 -1.330 -3.186
H -0.630 -3.386 -2.672
H 0.413 -1.143 -3.765
H -1.123 -0.658 -3.398
C 1.856 2.657 5.091
C 0.615 3.427 4.692
H 1.622 1.603 5.245
H 2.272 3.038 6.024
H 2.652 2.680 4.354
H -0.150 3.378 5.472
H 0.775 4.486 4.527
H 0.135 3.087 3.766
```

Calculated values
- gap between HOMO and LUMO (hartree) = 0.41780
- LUMO level (eV) = 1.2

Mulliken atomic charge list, values in e, 4 entries: number 1, H, carries 0.25; number 2, N, carries -0.59; number 3, C, carries 0.08; number 4, N, carries -0.59


2) Molecular formula: C3H10N2
Method: DFT, ωB97M-V with the def2-TZVPD basis set

Structure (XYZ):
```
15
Properties=species:S:1:pos:R:3
N 0.559 -2.435 -0.310
C -0.287 -1.299 -0.273
C 0.445 -0.036 0.191
C -0.583 1.105 0.054
N 0.039 2.435 -0.059
H 1.414 -2.261 -0.827
H 0.961 -2.606 0.629
H -1.132 -1.559 0.373
H -0.658 -1.242 -1.359
H 1.380 0.235 -0.404
H 0.628 -0.068 1.302
H -1.233 0.913 1.005
H -1.194 0.873 -0.833
H -0.615 3.196 -0.366
H 0.274 2.750 0.878
```

Calculated values
- gap between HOMO and LUMO (hartree) = 0.37234
- LUMO level (eV) = 1.1

Mulliken atomic charge list, values in e, 4 entries: number 1, N, carries -0.68; number 2, C, carries -0.50; number 3, C, carries -0.39; number 4, C, carries -0.51


3) Molecular formula: C3H10N2
Method: DFT, ωB97M-V with the def2-TZVPD basis set

Structure (XYZ):
```
15
Properties=species:S:1:pos:R:3
C 0.399 -0.042 -1.992
N 1.011 0.240 -0.934
C 2.467 0.208 -0.989
H -0.694 -0.030 -2.003
H 0.825 -0.467 -2.902
H 2.831 1.224 -1.120
H 2.845 -0.198 -0.056
H 2.854 -0.385 -1.825
C -1.277 -0.175 1.429
N -2.449 0.230 2.189
H -0.421 -0.237 2.105
H -1.399 -1.172 1.011
H -1.040 0.514 0.628
H -3.122 0.792 1.701
H -2.831 -0.503 2.758
```

Calculated values
- gap between HOMO and LUMO (hartree) = 0.35318
- LUMO level (eV) = 1.1

Mulliken atomic charge list, values in e, 4 entries: number 1, C, carries -0.31; number 2, N, carries -0.23; number 3, C, carries -0.74; number 4, H, carries 0.23


4) Molecular formula: C3H10N2
Method: DFT, ωB97M-V with the def2-TZVPD basis set

Structure (XYZ):
```
15
Properties=species:S:1:pos:R:3
C 1.079 2.405 1.742
C 1.467 3.070 0.604
N 0.488 3.565 -0.240
H -0.016 2.266 1.961
H 1.728 1.832 2.322
H 2.424 3.187 0.238
H -0.427 3.391 -0.018
H 0.876 4.147 -0.935
C -1.554 -3.810 -1.477
N -0.981 -4.182 -0.206
H -1.190 -4.306 -2.332
H -1.471 -2.734 -1.896
H -2.678 -3.788 -1.434
H -1.572 -4.994 0.197
H -0.170 -4.671 -0.199
```

Calculated values
- gap between HOMO and LUMO (hartree) = 0.32918
- LUMO level (eV) = 1.1

Mulliken atomic charge list, values in e, 4 entries: number 1, C, carries -0.91; number 2, C, carries 0.20; number 3, N, carries -0.40; number 4, H, carries 0.15


Short version: 1) is the most stable of them.


1) Molecular formula: C3H6O2S2
Method: DFT, ωB97M-V with the def2-TZVPD basis set

Structure (XYZ):
```
13
Properties=species:S:1:pos:R:3
C 0.439 1.100 -0.431
C -1.475 -0.590 -0.195
C -0.683 0.508 0.450
O 2.538 -1.036 -0.995
O 2.265 -0.881 1.362
S 1.612 2.004 0.220
S 1.664 -1.032 0.104
H 0.377 0.881 -1.573
H -2.390 -0.046 -0.494
H -1.604 -1.333 0.597
H -0.989 -1.225 -1.014
H -0.284 0.211 1.409
H -1.470 1.438 0.558
```

Calculated values
- gap between HOMO and LUMO (hartree) = 0.27773
- LUMO level (eV) = -1.6

Mulliken atomic charge list, values in e, 4 entries: number 1, C, carries -0.46; number 2, C, carries -0.88; number 3, C, carries -0.45; number 4, O, carries -0.41


2) Molecular formula: C3H6O2S2
Method: DFT, ωB97M-V with the def2-TZVPD basis set

Structure (XYZ):
```
13
Properties=species:S:1:pos:R:3
O 0.770 1.663 -0.343
C 0.579 0.912 0.801
C 0.344 -0.545 0.338
S 1.895 -1.182 -0.414
O -0.464 -1.459 1.022
C -0.911 -1.067 -0.232
S -2.608 -0.548 -0.490
H 0.140 1.437 -1.106
H 1.544 1.158 1.238
H -0.215 1.267 1.450
H 2.146 -0.337 -1.487
H -0.690 -1.807 -1.140
H -2.532 0.507 0.363
```

Calculated values
- gap between HOMO and LUMO (hartree) = 0.36169
- LUMO level (eV) = 0.5

Mulliken atomic charge list, values in e, 4 entries: number 1, O, carries -0.52; number 2, C, carries -0.43; number 3, C, carries 0.50; number 4, S, carries -0.26


3) Molecular formula: C3H6O2S2
Method: DFT, ωB97M-V with the def2-TZVPD basis set

Structure (XYZ):
```
13
Properties=species:S:1:pos:R:3
O -0.483 -0.523 -2.697
C -0.102 -0.244 -1.593
O 0.546 0.861 -1.235
C -0.631 -1.033 -0.402
C -0.059 -0.733 0.984
S -0.604 0.870 1.738
S 1.025 1.979 2.084
H 0.693 1.429 -2.017
H -1.709 -1.081 -0.332
H -0.313 -2.097 -0.467
H 1.028 -0.835 1.046
H -0.243 -1.506 1.739
H 0.852 2.911 1.150
```

Calculated values
- gap between HOMO and LUMO (hartree) = 0.34440
- LUMO level (eV) = 0.5

Mulliken atomic charge list, values in e, 4 entries: number 1, O, carries -0.55; number 2, C, carries 0.48; number 3, O, carries -0.34; number 4, C, carries -0.30


Short version: 3) is the most stable of them.


1) Molecular formula: C3H6O2S2
Method: DFT, ωB97M-V with the def2-TZVPD basis set

Structure (XYZ):
```
13
Properties=species:S:1:pos:R:3
O 1.140 -1.391 -0.801
C 1.509 -0.952 0.266
O 2.406 -1.549 1.048
C 0.659 0.162 0.842
C -0.545 0.623 -0.023
S -0.968 0.600 -1.786
S -3.036 0.599 -1.586
H 2.633 -2.450 0.799
H 0.137 -0.282 1.687
H 1.292 1.019 1.101
H -0.723 1.675 0.203
H -1.409 0.150 0.437
H -3.096 1.795 -2.188
```

Calculated values
- gap between HOMO and LUMO (hartree) = 0.32481
- LUMO level (eV) = 0.5

Mulliken atomic charge list, values in e, 4 entries: number 1, O, carries -0.52; number 2, C, carries 0.59; number 3, O, carries -0.46; number 4, C, carries -0.40


2) Molecular formula: C3H6O2S2
Method: DFT, ωB97M-V with the def2-TZVPD basis set

Structure (XYZ):
```
13
Properties=species:S:1:pos:R:3
O -1.828 0.516 0.184
C -0.666 1.139 0.598
C 0.521 0.503 0.006
S 1.188 1.337 -1.444
O 1.360 -0.422 0.641
C 0.723 -1.358 -0.172
S -0.583 -2.371 0.489
H -2.545 1.000 0.529
H -0.690 2.185 0.441
H -0.314 0.929 1.661
H 2.466 1.162 -1.153
H 1.158 -1.528 -1.060
H -0.790 -3.092 -0.720
```

Calculated values
- gap between HOMO and LUMO (hartree) = 0.29578
- LUMO level (eV) = 0.5

Mulliken atomic charge list, values in e, 4 entries: number 1, O, carries -0.44; number 2, C, carries -0.67; number 3, C, carries 0.43; number 4, S, carries -0.28


Short version: 1) is the most stable of them.


1) Molecular formula: C6H12N2O
Method: DFT, ωB97M-V with the def2-TZVPD basis set

Structure (XYZ):
```
21
Properties=species:S:1:pos:R:3
C 0.372 -1.399 -1.125
C -1.108 1.052 -0.643
C 1.890 -1.064 1.059
C -0.741 2.432 -0.160
C 0.783 0.043 -1.070
C 0.699 -0.687 0.213
N -1.370 -1.092 1.176
N -0.442 -0.168 0.900
O 1.509 0.824 -1.664
H -2.184 -0.740 1.660
H -1.261 -2.063 0.894
H -0.651 -1.696 -1.331
H 1.122 -2.080 -1.513
H -2.108 0.736 -0.346
H -1.146 0.992 -1.732
H 1.687 -1.950 1.665
H 2.745 -1.271 0.416
H 2.148 -0.239 1.724
H -0.812 2.506 0.925
H 0.279 2.681 -0.454
H -1.410 3.182 -0.595
```

Calculated values
- gap between HOMO and LUMO (alpha / beta) (hartree) = 0.29755 / 0.29742
- LUMO level (alpha / beta) (eV) = 0.1 / 0.1

Mulliken atomic charge list, values in e, 4 entries: number 1, C, carries -0.88; number 2, C, carries -0.49; number 3, C, carries -1.40; number 4, C, carries -1.07


2) Molecular formula: C6H12N2O
Method: DFT, ωB97M-V with the def2-TZVPD basis set

Structure (XYZ):
```
21
Properties=species:S:1:pos:R:3
C -1.006 -0.922 -1.220
C -1.430 -1.003 0.268
C 1.844 -0.641 0.661
C 1.951 0.115 1.809
C -0.778 0.351 0.403
C 0.014 1.342 -1.763
O -1.974 -0.962 -2.208
N -0.448 0.436 -0.927
N -0.556 1.170 1.442
H -2.723 -0.412 -1.947
H -0.215 -1.603 -1.530
H -0.321 2.110 1.126
H -1.008 -1.828 0.842
H -2.517 -1.000 0.398
H 1.539 -1.677 0.693
H 2.095 -0.235 -0.309
H 0.053 1.099 -2.810
H 0.331 2.299 -1.389
H 0.582 0.746 1.917
H 2.561 1.016 1.781
H 2.007 -0.402 2.764
```

Calculated values
- gap between HOMO and LUMO (alpha / beta) (hartree) = 0.24737 / 0.24743
- LUMO level (alpha / beta) (eV) = 0.4 / 0.4

Mulliken atomic charge list, values in e, 4 entries: number 1, C, carries -0.17; number 2, C, carries -0.58; number 3, C, carries -0.63; number 4, C, carries -0.64


Short version: 2) is the most stable of them.